Entry 1:
{
  "formula": "C30H33AsMgN3O4PS2Te",
  "method": "ωB97M-V/def2-TZVPD",
  "orbital_gap_ha": 0.252,
  "max_force_ev_per_a": 1.3,
  "e_homo_ha": -0.2604,
  "species": ["Mg", "C", "S", "C", "S", "N", "N", "C", "C", "C", "C", "C", "C", "N", "H", "H", "H", "H", "H", "H", "H", "H", "C", "C", "O", "P", "O", "Te", "O", "C", "C", "H", "H", "H", "H", "H", "H", "H", "H", "H", "H", "O", "As", "C", "C", "C", "C", "C", "C", "C", "C", "C", "C", "C", "C", "C", "C", "C", "C", "C", "C", "H", "H", "H", "H", "H", "H", "H", "H", "H", "H", "H", "H", "H", "H", "H"],
  "coordinates": [[1.606808, -0.511095, 0.418169], [6.523359, 0.609033, 2.666047], [4.922462, 1.396379, 2.997785], [3.871463, 0.206219, 2.196639], [4.188412, -0.232766, 0.577182], [2.951252, -0.334348, 2.954604], [2.159541, -1.166416, 2.246965], [1.992722, -2.379461, 2.597419], [1.509633, -3.295847, 1.569854], [1.392997, -4.666777, 1.794624], [1.126790, -5.497650, 0.722551], [0.949177, -4.942878, -0.537611], [1.072945, -3.568657, -0.669601], [1.366863, -2.769373, 0.344976], [7.280014, 1.221857, 3.151499], [6.696474, 0.561870, 1.595175], [6.519271, -0.388496, 3.099927], [2.365626, -2.761817, 3.545081], [1.549364, -5.062887, 2.789196], [1.083190, -6.569952, 0.862641], [0.739405, -5.560705, -1.399184], [0.945224, -3.087032, -1.633414], [1.665015, 2.399789, 4.647245], [1.297428, 3.230503, 3.434761], [1.762703, 2.626580, 2.215163], [0.775204, 2.100256, 1.066699], [1.623863, 1.395518, 0.050211], [-1.009061, 0.906199, 2.061586], [0.281368, 3.419446, 0.286235], [-0.403130, 4.514576, 0.891872], [0.532941, 5.701123, 1.030855], [1.422318, 2.956682, 5.554135], [2.728820, 2.178831, 4.644762], [1.109692, 1.462894, 4.639220], [1.760293, 4.217706, 3.492291], [0.212322, 3.352124, 3.402846], [-0.826918, 4.217982, 1.854329], [-1.233434, 4.763264, 0.228122], [1.376675, 5.451526, 1.672233], [0.004432, 6.556599, 1.453698], [0.919717, 5.973727, 0.048684], [0.083292, -0.729112, -0.622859], [-1.371499, -0.448611, -1.324756], [-1.918768, 1.346534, -1.740720], [-3.190143, 1.844829, -1.485973], [-3.521740, 3.117371, -1.920665], [-2.590589, 3.882010, -2.611814], [-1.324324, 3.378897, -2.869735], [-0.985698, 2.107566, -2.435553], [-1.120661, -1.207092, -3.100288], [-2.131847, -1.722474, -3.903552], [-1.822557, -2.280437, -5.134814], [-0.506829, -2.328488, -5.572663], [0.505614, -1.803394, -4.782434], [0.196779, -1.242343, -3.551953], [-2.752204, -1.520529, -0.502268], [-3.663335, -1.064243, 0.443042], [-4.559367, -1.950630, 1.020141], [-4.555000, -3.289841, 0.655875], [-3.642721, -3.750694, -0.281870], [-2.735027, -2.870531, -0.848703], [-3.913425, 1.250123, -0.945267], [-4.507920, 3.513326, -1.716633], [-2.853688, 4.878908, -2.942259], [-0.592999, 3.977482, -3.396607], [0.011203, 1.715482, -2.601014], [-3.160941, -1.693524, -3.563712], [-2.612225, -2.682348, -5.756665], [-0.270302, -2.767325, -6.533350], [1.535114, -1.832798, -5.114697], [0.980832, -0.836563, -2.924615], [-3.659351, -0.029346, 0.758740], [-5.261573, -1.595649, 1.763012], [-5.261399, -3.974005, 1.107784], [-3.640059, -4.794875, -0.566508], [-1.999888, -3.222199, -1.562115]],
  "forces_ev_per_angstrom": [[0.68, -0.31, -0.54], [-0.29, 0.08, -0.01], [-0.02, -0.04, 0.16], [-0.07, -0.43, 0.22], [0.20, -0.21, -0.38], [0.36, 0.60, 0.86], [0.09, -0.66, 0.02], [0.30, 0.42, 0.39], [-0.12, -0.50, -0.36], [0.01, 0.22, 0.09], [-0.01, -0.03, -0.10], [0.02, -0.03, 0.15], [-0.10, -0.04, -0.10], [0.20, -0.19, 0.32], [0.00, 0.02, -0.01], [0.07, -0.01, -0.01], [0.12, -0.01, -0.03], [0.08, 0.02, -0.03], [-0.03, 0.00, 0.00], [-0.08, 0.01, 0.01], [0.02, 0.02, -0.02], [0.00, 0.00, 0.04], [0.00, 0.00, -0.26], [-0.06, 0.03, 0.32], [-0.12, -0.01, -0.05], [0.02, 1.33, 0.09], [-0.23, 0.24, 0.32], [-0.11, 0.14, 0.11], [0.04, -0.27, 0.00], [-0.08, 0.14, 0.05], [-0.03, -0.17, -0.08], [-0.04, 0.01, -0.01], [0.08, -0.06, 0.05], [0.05, -0.03, 0.02], [0.00, -0.03, -0.06], [0.05, 0.02, -0.01], [-0.05, -0.01, -0.07], [-0.03, -0.05, 0.01], [0.02, 0.03, 0.00], [-0.01, 0.00, 0.01], [0.02, 0.05, 0.03], [-0.56, -0.11, -1.01], [-0.82, -0.25, -0.49], [0.18, 0.01, 0.09], [0.03, -0.16, 0.08], [0.00, 0.05, -0.03], [-0.05, 0.03, 0.03], [0.06, 0.00, 0.03], [0.05, -0.04, 0.14], [0.21, -0.08, 0.09], [-0.08, 0.16, 0.18], [-0.07, -0.02, -0.07], [0.06, 0.04, -0.01], [-0.05, 0.02, 0.00], [0.00, 0.00, 0.06], [0.10, -0.08, -0.08], [-0.01, 0.15, 0.01], [-0.05, -0.05, -0.01], [0.00, 0.03, -0.02], [-0.02, -0.05, 0.06], [0.07, 0.14, -0.05], [-0.03, 0.04, -0.04], [0.00, 0.00, 0.00], [0.00, -0.01, -0.02], [-0.01, 0.00, 0.00], [0.02, 0.07, -0.04], [-0.01, -0.03, -0.03], [-0.01, 0.00, 0.02], [-0.02, -0.01, 0.01], [-0.01, 0.01, -0.03], [0.04, -0.04, 0.00], [0.05, -0.02, 0.01], [0.01, 0.02, -0.01], [0.00, -0.01, -0.01], [0.05, 0.00, 0.00], [-0.07, -0.11, -0.02]]
}



Entry 2:
{
  "formula": "C30H33BN8PtS4",
  "method": "ωB97M-V/def2-TZVPD",
  "orbital_gap_ha": [0.238, 0.238],
  "max_force_ev_per_a": 0.8,
  "charge": 2,
  "e_homo_ha": [-0.4652, -0.4652],
  "species": ["Pt", "S", "C", "C", "C", "C", "C", "C", "N", "C", "C", "C", "C", "C", "C", "C", "C", "N", "C", "C", "C", "C", "C", "S", "C", "H", "H", "H", "H", "H", "H", "H", "H", "H", "H", "H", "H", "C", "N", "C", "C", "N", "B", "N", "C", "C", "N", "C", "C", "S", "C", "S", "H", "H", "H", "H", "H", "H", "H", "H", "H", "H", "H", "H", "N", "C", "C", "N", "H", "H", "H", "H", "H", "H", "H", "H", "H"],
  "coordinates": [[0.028255, 0.130468, -0.757142], [-3.647614, -5.746890, 0.590316], [-2.668846, -7.134635, 0.466654], [-1.400335, -6.831068, 0.069815], [-1.221233, -5.441600, -0.133019], [-2.362678, -4.718755, 0.111961], [-2.545916, -3.270265, 0.000209], [-1.421746, -2.444802, -0.221320], [-1.506218, -1.132173, -0.323354], [-2.730596, -0.532162, -0.249690], [-3.894322, -1.261049, -0.017403], [-5.147000, -0.551911, 0.051891], [-5.203500, 0.788392, -0.109582], [-4.016090, 1.558102, -0.377452], [-4.000950, 2.950180, -0.566648], [-2.810662, 3.610398, -0.826238], [-1.641621, 2.831808, -0.920268], [-1.638621, 1.528615, -0.751036], [-2.796464, 0.886382, -0.468574], [-2.733329, 5.059047, -0.997430], [-3.682432, 5.990144, -0.667568], [-3.279354, 7.312354, -0.970895], [-2.034197, 7.360787, -1.522707], [-1.343525, 5.810072, -1.679132], [-3.775717, -2.652521, 0.118530], [-3.081101, -8.104430, 0.685229], [-0.632542, -7.573249, -0.081656], [-0.296606, -5.009930, -0.484183], [-0.428389, -2.863963, -0.300449], [-6.048655, -1.118866, 0.236721], [-6.150035, 1.307349, -0.046901], [-4.929960, 3.500232, -0.505167], [-0.679846, 3.284750, -1.133648], [-4.633088, 5.754081, -0.215488], [-3.884670, 8.184922, -0.788795], [-1.490892, 8.228298, -1.854825], [-4.671421, -3.235462, 0.295218], [3.180689, -0.747215, -3.623818], [3.669803, -0.265833, -2.336955], [4.882112, -0.601641, -1.786993], [4.995161, 0.113605, -0.635141], [3.872112, 0.890864, -0.498031], [3.875029, 2.040461, 0.602135], [2.448425, 2.553856, 0.959410], [2.213860, 3.894757, 1.137193], [0.984745, 4.047435, 1.686362], [0.466525, 2.786173, 1.842918], [-0.817116, 2.478820, 2.458153], [1.375477, 1.892623, 1.404917], [1.090038, 0.179235, 1.415430], [3.077810, 0.651752, -1.541215], [1.535577, 1.386420, -1.904542], [3.575148, -1.746375, -3.788366], [3.516757, -0.083522, -4.418692], [2.094258, -0.768732, -3.607911], [5.564981, -1.273290, -2.275598], [5.795603, 0.167425, 0.080626], [4.415293, 1.575671, 1.567916], [4.460048, 2.970383, 0.127234], [2.943758, 4.626298, 0.844717], [0.438557, 4.925707, 1.977053], [-1.468332, 3.340333, 2.329019], [-0.683681, 2.270524, 3.518407], [-1.249074, 1.608670, 1.970122], [1.947840, -4.598337, 0.899470], [3.188282, -4.430090, 1.660270], [3.428495, -2.943431, 1.918542], [3.092001, -2.184060, 0.676128], [1.938484, -5.490591, 0.421333], [2.396522, -2.763264, 0.168328], [1.142719, -4.600473, 1.518379], [4.014827, -4.844222, 1.081552], [3.178315, -4.944144, 2.624625], [4.462236, -2.733426, 2.181691], [2.787269, -2.559842, 2.711297], [3.906502, -2.013703, 0.079211], [2.664868, -1.261482, 0.898838]],
  "forces_ev_per_angstrom": [[0.40, 0.38, 0.19], [-0.02, -0.11, 0.05], [0.05, 0.04, -0.03], [-0.06, 0.02, 0.03], [-0.18, -0.06, -0.02], [0.15, 0.11, -0.03], [0.16, 0.06, -0.06], [-0.23, 0.01, 0.17], [-0.49, -0.02, 0.44], [0.14, 0.26, -0.21], [-0.02, -0.01, 0.00], [0.07, 0.07, 0.00], [0.05, -0.05, 0.01], [0.05, 0.06, 0.02], [0.11, -0.10, 0.02], [-0.13, 0.06, 0.10], [0.06, -0.08, 0.00], [-0.38, -0.18, -0.72], [0.08, -0.30, 0.20], [-0.14, -0.06, 0.07], [0.11, 0.05, -0.06], [0.09, -0.04, -0.03], [-0.08, -0.02, 0.04], [0.02, 0.10, -0.03], [-0.03, 0.08, -0.05], [-0.02, -0.06, 0.02], [0.02, -0.05, -0.01], [0.02, 0.05, -0.04], [0.02, -0.01, 0.06], [-0.03, -0.02, 0.01], [-0.03, 0.01, -0.01], [-0.03, 0.02, -0.04], [-0.02, 0.04, -0.04], [-0.05, -0.04, 0.03], [-0.03, 0.06, 0.01], [0.04, 0.05, -0.02], [0.00, -0.03, 0.01], [-0.04, 0.03, -0.01], [0.04, -0.02, -0.02], [0.08, 0.04, 0.18], [0.04, -0.13, -0.16], [0.02, 0.09, 0.04], [-0.06, -0.09, -0.22], [-0.09, -0.08, 0.44], [-0.06, 0.05, -0.17], [0.01, 0.04, -0.06], [0.04, -0.07, 0.00], [0.02, 0.01, -0.03], [0.04, -0.02, -0.02], [0.17, -0.54, -0.22], [-0.28, 0.14, -0.02], [0.19, 0.18, 0.01], [-0.01, 0.00, -0.03], [-0.03, -0.03, -0.01], [0.04, -0.01, -0.02], [0.03, -0.03, -0.01], [0.07, 0.01, 0.01], [-0.03, -0.06, 0.07], [0.08, 0.04, 0.02], [0.02, 0.04, 0.03], [0.00, 0.05, 0.01], [-0.02, -0.03, 0.02], [-0.03, 0.01, -0.01], [-0.02, 0.02, 0.03], [-0.09, 0.05, 0.08], [0.06, -0.07, 0.13], [0.02, 0.04, -0.04], [0.05, 0.06, -0.07], [0.04, 0.02, -0.03], [0.09, 0.03, 0.10], [0.00, -0.03, 0.00], [-0.04, 0.02, -0.04], [0.07, 0.01, -0.05], [-0.02, -0.04, 0.08], [-0.04, -0.02, -0.04], [-0.06, 0.00, -0.01], [0.01, 0.04, -0.07]]
}



Entry 3:
{
  "formula": "C30H33BrN8O2V",
  "method": "ωB97M-V/def2-TZVPD",
  "orbital_gap_ha": [0.248, 0.251],
  "max_force_ev_per_a": 0.4,
  "spin_multiplicity": 4,
  "e_homo_ha": [-0.2494, -0.2559],
  "species": ["V", "C", "C", "C", "C", "C", "C", "C", "C", "C", "C", "C", "C", "H", "H", "H", "H", "H", "H", "H", "H", "H", "H", "H", "H", "H", "H", "H", "H", "H", "H", "Br", "C", "C", "C", "C", "C", "C", "N", "N", "C", "C", "C", "C", "O", "C", "N", "C", "C", "C", "C", "H", "H", "H", "H", "H", "H", "H", "H", "H", "C", "C", "O", "H", "H", "H", "N", "N", "N", "C", "N", "N", "H", "H", "H"],
  "coordinates": [[-0.224983, 0.910778, 0.879704], [1.411574, 4.186021, 1.584686], [0.626476, 3.752095, 0.365484], [1.269126, 2.957396, -0.599606], [2.755815, 2.709888, -0.513619], [0.542441, 2.457651, -1.688699], [1.237888, 1.567013, -2.686312], [-0.797225, 2.827874, -1.864986], [-1.545851, 2.327740, -3.077897], [-1.407568, 3.699222, -0.956315], [-2.842510, 4.119813, -1.179753], [-0.699486, 4.163169, 0.159942], [-1.363074, 5.144644, 1.098241], [1.958519, 5.115328, 1.402700], [2.137975, 3.425348, 1.865430], [0.764694, 4.335024, 2.444245], [2.975574, 1.771245, -0.002010], [3.259397, 3.521298, 0.007570], [3.187800, 2.649440, -1.511114], [1.929843, 0.891813, -2.186346], [1.811474, 2.160448, -3.404858], [0.537215, 0.959721, -3.253325], [-1.117003, 2.744902, -3.992408], [-2.598300, 2.593490, -3.054886], [-1.485486, 1.242753, -3.162304], [-3.519086, 3.264449, -1.099058], [-2.979791, 4.547142, -2.173962], [-3.172511, 4.861436, -0.460141], [-1.657588, 6.046094, 0.557069], [-0.702980, 5.460214, 1.899055], [-2.267527, 4.731207, 1.550082], [3.558721, -7.581908, 2.607346], [2.713082, -6.971281, 1.027355], [3.303150, -7.219902, -0.199692], [2.676860, -6.776877, -1.354933], [1.494336, -6.058079, -1.276853], [0.898465, -5.839269, -0.038266], [1.504194, -6.295490, 1.117639], [0.821999, -5.697814, -2.497967], [0.445979, -4.538786, -2.724768], [0.780784, -3.430544, -1.890471], [2.030620, -3.182343, -1.363159], [2.326136, -2.027099, -0.639282], [1.349118, -1.063494, -0.392375], [1.533103, 0.011459, 0.296778], [0.043506, -1.308456, -0.959220], [-0.902515, -0.365045, -0.680915], [-2.108650, -0.506984, -1.181745], [-2.464733, -1.595310, -1.995750], [-1.541357, -2.568063, -2.258551], [-0.234027, -2.452298, -1.726733], [4.235804, -7.763495, -0.254454], [3.109446, -6.978350, -2.326871], [-0.040878, -5.303164, 0.014093], [1.045396, -6.123315, 2.081150], [2.819855, -3.903829, -1.529286], [3.320873, -1.864340, -0.246690], [-2.826919, 0.267971, -0.935698], [-3.467383, -1.659079, -2.395854], [-1.788650, -3.426566, -2.868166], [-0.622348, -2.001959, 2.459015], [-0.396499, -0.506800, 2.412142], [-0.062815, 0.077461, 3.449323], [-0.668634, -2.388289, 3.480332], [0.216208, -2.475189, 1.936242], [-1.530618, -2.260897, 1.908437], [-1.598805, 2.863098, 5.105131], [-2.050043, 2.468114, 3.863786], [-3.244773, 1.936539, 3.677399], [-3.180030, 1.573459, 2.415406], [-1.980941, 1.866187, 1.869834], [-1.288674, 2.456840, 2.805379], [-1.619810, 3.873909, 5.167698], [-0.652083, 2.512017, 5.204257], [-3.981292, 1.082603, 1.892346]],
  "forces_ev_per_angstrom": [[0.26, -0.18, -0.16], [-0.04, -0.02, -0.04], [0.01, 0.03, 0.02], [-0.06, 0.00, 0.05], [-0.01, 0.00, 0.01], [-0.01, 0.03, 0.00], [-0.03, 0.00, 0.01], [0.01, 0.00, -0.03], [0.03, 0.02, 0.05], [-0.02, 0.01, 0.01], [0.05, 0.00, 0.00], [0.01, 0.03, -0.04], [0.02, 0.00, -0.02], [0.00, 0.01, 0.02], [0.01, 0.01, 0.00], [0.01, -0.01, 0.01], [0.00, 0.00, 0.00], [0.00, 0.00, 0.00], [0.01, 0.00, 0.00], [0.02, 0.01, 0.00], [0.00, -0.01, -0.01], [0.00, -0.01, 0.00], [-0.01, -0.02, -0.02], [0.00, 0.00, -0.01], [-0.01, -0.01, -0.01], [-0.01, 0.00, -0.01], [-0.02, 0.00, 0.00], [-0.01, 0.00, 0.00], [-0.01, 0.00, 0.01], [-0.01, 0.00, 0.01], [0.00, 0.00, 0.01], [0.00, -0.01, 0.02], [-0.03, 0.01, -0.01], [-0.01, 0.01, 0.03], [0.00, 0.02, -0.11], [-0.05, 0.03, 0.05], [-0.08, 0.05, -0.08], [0.06, -0.03, 0.00], [0.06, -0.01, 0.05], [0.04, 0.02, 0.05], [-0.06, -0.01, -0.03], [0.06, -0.08, -0.04], [-0.02, 0.08, -0.05], [-0.07, -0.03, 0.06], [-0.01, -0.04, 0.04], [0.06, 0.06, 0.09], [-0.08, -0.09, -0.02], [0.02, 0.02, -0.01], [-0.05, -0.01, -0.03], [0.06, 0.00, 0.02], [-0.10, 0.00, -0.07], [0.00, 0.00, 0.00], [0.00, -0.01, 0.01], [0.01, 0.00, 0.03], [0.01, 0.00, 0.01], [0.02, 0.01, 0.02], [0.01, -0.01, 0.00], [-0.02, -0.01, -0.01], [0.00, 0.02, 0.01], [0.01, 0.00, 0.00], [0.03, -0.05, 0.05], [-0.03, 0.13, -0.04], [-0.03, -0.01, 0.08], [0.00, 0.04, 0.01], [-0.03, -0.02, -0.03], [0.01, -0.02, -0.01], [-0.04, 0.04, 0.06], [-0.05, -0.04, -0.09], [0.03, -0.02, 0.05], [0.02, -0.06, -0.04], [0.00, 0.09, 0.02], [-0.02, 0.11, 0.06], [0.05, 0.00, -0.03], [-0.01, -0.03, 0.01], [0.01, -0.01, -0.01]]
}